# 1
{"formula": "C13H21FN4O9S", "method": "ωB97M-V with the def2-TZVPD basis set", "homo_ev": -8.045, "charge": 0, "symbols": ["C", "O", "C", "C", "C", "C", "C", "C", "O", "N", "O", "C", "C", "S", "O", "O", "N", "C", "C", "O", "C", "N", "C", "F", "H", "H", "H", "H", "H", "H", "H", "H", "H", "H", "H", "H", "H", "H", "H", "H", "H", "H", "H", "H", "H", "N", "O", "O", "O"], "positions_angstrom": [[0.699, 3.329, 2.898], [-0.257, 2.903, 1.954], [-0.441, 3.788, 0.850], [0.595, 3.499, -0.245], [-0.022, 2.763, -1.456], [-0.242, 1.326, -1.076], [-1.469, 0.853, -0.669], [-1.627, -0.468, -0.234], [-2.776, -0.989, 0.149], [-4.014, 0.064, 0.545], [-3.896, 0.396, 1.597], [-0.536, -1.309, -0.215], [-0.659, -2.701, 0.292], [-0.683, -2.784, 2.091], [0.030, -3.978, 2.442], [-1.986, -2.509, 2.601], [0.672, -0.843, -0.668], [1.862, -1.707, -0.681], [1.892, -2.723, -1.860], [0.637, -2.752, -2.516], [2.383, -4.103, -1.409], [3.828, -4.211, -1.581], [0.791, 0.427, -1.080], [2.004, 0.787, -1.497], [1.325, 2.484, 3.192], [0.209, 3.724, 3.791], [1.357, 4.105, 2.498], [-0.363, 4.821, 1.194], [-1.464, 3.645, 0.508], [1.133, 4.385, -0.576], [1.318, 2.815, 0.206], [-0.996, 3.180, -1.706], [0.645, 2.832, -2.315], [-2.322, 1.526, -0.690], [0.200, -3.302, 0.022], [-1.568, -3.176, -0.073], [0.108, -1.716, 2.362], [2.733, -1.066, -0.759], [1.941, -2.206, 0.284], [2.635, -2.378, -2.581], [0.258, -3.635, -2.470], [2.077, -4.295, -0.372], [1.904, -4.864, -2.027], [4.310, -3.627, -0.909], [4.140, -5.161, -1.431], [-4.154, 3.274, 0.439], [-5.065, 2.908, 1.183], [-3.548, 4.340, 0.617], [-3.809, 2.524, -0.532]], "nbo_charge": [-0.250, -0.557, -0.091, -0.420, -0.425, -0.058, -0.182, 0.364, -0.566, 0.553, -0.062, 0.133, -0.709, 2.045, -0.933, -0.897, -0.279, -0.255, 0.070, -0.708, -0.242, -0.826, 0.614, -0.292, 0.172, 0.183, 0.167, 0.180, 0.238, 0.218, 0.201, 0.251, 0.225, 0.305, 0.247, 0.293, -0.037, 0.250, 0.214, 0.200, 0.480, 0.171, 0.203, 0.354, 0.372, 0.714, -0.498, -0.510, -0.619]}

# 2
{"formula": "C13H21NO", "method": "ωB97M-V with the def2-TZVPD basis set", "homo_ev": -8.444, "smiles": "COC[C@H](C)NCc1ccc(C)cc1C", "de_lowest_kj_mol": 38.5, "charge": 0, "symbols": ["C", "O", "C", "C", "C", "N", "C", "C", "C", "C", "C", "C", "C", "C", "C", "H", "H", "H", "H", "H", "H", "H", "H", "H", "H", "H", "H", "H", "H", "H", "H", "H", "H", "H", "H", "H"], "positions_angstrom": [[0.455, 2.248, 1.603], [1.099, 2.002, 0.384], [1.861, 0.822, 0.401], [2.423, 0.529, -0.997], [3.239, 1.719, -1.491], [1.359, 0.256, -1.945], [0.648, -0.994, -1.737], [-0.521, -0.818, -0.796], [-1.212, 0.387, -0.820], [-2.287, 0.609, 0.018], [-2.704, -0.378, 0.902], [-3.876, -0.146, 1.809], [-2.022, -1.586, 0.909], [-0.940, -1.827, 0.072], [-0.250, -3.160, 0.126], [1.180, 2.368, 2.420], [-0.105, 3.173, 1.479], [-0.236, 1.435, 1.861], [2.703, 0.925, 1.107], [1.241, -0.022, 0.740], [3.092, -0.352, -0.880], [4.039, 1.944, -0.790], [3.677, 1.508, -2.464], [2.586, 2.583, -1.571], [1.742, 0.293, -2.883], [0.254, -1.329, -2.703], [1.326, -1.781, -1.365], [-0.869, 1.158, -1.490], [-2.806, 1.556, -0.010], [-3.841, 0.856, 2.234], [-4.807, -0.238, 1.249], [-3.893, -0.871, 2.619], [-2.342, -2.365, 1.589], [-0.756, -3.823, 0.823], [0.785, -3.049, 0.452], [-0.244, -3.632, -0.856]], "nbo_charge": [-0.244, -0.545, -0.069, -0.056, -0.612, -0.623, -0.247, -0.048, -0.178, -0.228, -0.017, -0.625, -0.217, -0.006, -0.633, 0.161, 0.191, 0.174, 0.165, 0.179, 0.158, 0.211, 0.200, 0.228, 0.363, 0.211, 0.174, 0.236, 0.206, 0.215, 0.218, 0.212, 0.199, 0.216, 0.214, 0.216]}

# 3
{"formula": "C13H21O10Rb2", "method": "ωB97M-V with the def2-TZVPD basis set", "homo_ev": -11.096, "de_lowest_kj_mol": 89.0, "charge": 1, "symbols": ["Rb", "Rb", "C", "O", "H", "H", "H", "C", "C", "C", "O", "C", "O", "O", "H", "H", "H", "H", "H", "H", "C", "C", "C", "O", "C", "O", "O", "H", "H", "H", "H", "H", "H", "C", "C", "C", "O", "C", "O", "O", "H", "H", "H", "H", "H", "H"], "positions_angstrom": [[-25.266, -6.602, 26.014], [-26.816, -3.008, 23.837], [-25.735, -6.623, 22.510], [-26.399, -5.867, 23.464], [-26.379, -7.440, 22.111], [-25.491, -6.023, 21.615], [-24.825, -7.162, 22.860], [-23.966, -3.995, 18.125], [-24.955, -4.183, 19.248], [-24.576, -3.479, 20.570], [-25.832, -2.961, 21.027], [-26.732, -2.957, 19.996], [-27.805, -2.469, 20.097], [-26.222, -3.569, 18.927], [-23.012, -4.472, 18.345], [-23.794, -2.931, 17.947], [-24.351, -4.414, 17.195], [-25.139, -5.242, 19.440], [-23.888, -2.652, 20.396], [-24.173, -4.213, 21.264], [-25.136, -11.853, 21.080], [-24.298, -10.619, 20.911], [-23.180, -10.408, 21.950], [-22.052, -10.046, 21.175], [-22.309, -10.214, 19.849], [-21.515, -10.017, 18.998], [-23.580, -10.618, 19.661], [-25.991, -11.879, 20.405], [-25.516, -11.930, 22.102], [-24.542, -12.753, 20.904], [-24.913, -9.713, 20.866], [-22.967, -11.294, 22.547], [-23.504, -9.588, 22.594], [-29.102, -7.004, 20.569], [-28.322, -8.044, 19.808], [-27.941, -9.327, 20.587], [-28.465, -10.392, 19.794], [-29.057, -9.898, 18.681], [-29.491, -10.553, 17.803], [-29.112, -8.541, 18.738], [-29.939, -7.422, 21.123], [-29.470, -6.266, 19.853], [-28.447, -6.457, 21.250], [-27.395, -7.608, 19.426], [-28.371, -9.386, 21.585], [-26.857, -9.425, 20.602]], "nbo_charge": [0.991, 0.985, -0.218, -1.090, 0.123, 0.118, 0.095, -0.634, 0.073, -0.101, -0.557, 0.978, -0.571, -0.473, 0.233, 0.222, 0.244, 0.189, 0.195, 0.204, -0.641, 0.074, -0.090, -0.496, 0.969, -0.556, -0.489, 0.243, 0.217, 0.234, 0.168, 0.191, 0.174, -0.634, 0.070, -0.085, -0.498, 0.971, -0.549, -0.491, 0.218, 0.236, 0.221, 0.174, 0.189, 0.176]}

# 4
{"formula": "C13H22ClI2NOPTi", "method": "ωB97M-V with the def2-TZVPD basis set", "multiplicity": 2, "homo_ev": [-15.226, -15.008], "de_lowest_kj_mol": 318.9, "s_squared": 0.7536, "charge": 2, "symbols": ["I", "I", "Ti", "P", "C", "C", "H", "H", "H", "C", "H", "H", "H", "H", "H", "H", "C", "O", "Cl", "C", "N", "C", "C", "C", "C", "C", "C", "C", "C", "H", "H", "H", "H", "H", "H", "H", "H", "H", "H", "H", "H", "H"], "positions_angstrom": [[-0.310, -1.680, -2.587], [-3.699, -0.703, -2.921], [0.747, -0.430, -0.424], [2.289, 1.226, -1.893], [1.679, 1.348, -3.612], [2.303, 2.976, -1.301], [4.566, 0.997, -1.132], [4.531, 1.550, -2.854], [4.157, -0.171, -2.463], [4.070, 0.889, -2.121], [2.680, 2.940, -0.267], [2.980, 3.613, -1.950], [2.378, 1.864, -4.311], [0.690, 1.846, -3.556], [1.270, 3.374, -1.326], [1.542, 0.278, -3.901], [-0.265, 1.014, -1.135], [-1.218, 1.592, -1.517], [2.743, -0.086, 0.657], [-2.857, -1.075, 0.575], [-2.097, -2.241, 1.025], [-2.367, -3.492, 0.253], [-0.639, -1.807, 0.992], [-0.491, -0.602, 1.909], [-0.934, -0.760, 3.234], [-0.989, 0.405, 4.007], [-0.580, 1.666, 3.480], [-0.034, 1.757, 2.151], [0.086, 0.581, 1.432], [-2.454, -0.750, -0.394], [-2.672, -0.309, 1.347], [-3.888, -1.412, 0.519], [-2.332, -2.363, 2.018], [-2.162, -3.336, -0.825], [-1.728, -4.293, 0.644], [-3.433, -3.728, 0.353], [-0.202, -2.734, 1.379], [-0.557, -1.719, -0.126], [-1.158, -1.760, 3.642], [-1.384, 0.296, 5.032], [-0.614, 2.526, 4.193], [0.354, 2.715, 1.772]], "nbo_charge": [-0.040, -0.026, 0.664, 1.165, -0.964, -0.945, 0.272, 0.277, 0.264, -0.939, 0.260, 0.286, 0.284, 0.250, 0.248, 0.254, 0.477, -0.401, -0.229, -0.435, -0.327, -0.434, -0.304, -0.186, -0.221, -0.165, -0.141, -0.262, -0.080, 0.228, 0.249, 0.252, 0.449, 0.251, 0.243, 0.259, 0.267, 0.197, 0.232, 0.258, 0.265, 0.249]}

# 5
{"formula": "C13H22CrN5", "method": "ωB97M-V with the def2-TZVPD basis set", "multiplicity": 4, "homo_ev": [-15.412, -15.602], "de_lowest_kj_mol": 0.0, "s_squared": 3.8191, "charge": 2, "symbols": ["Cr", "N", "C", "C", "N", "C", "C", "N", "C", "C", "N", "H", "H", "H", "H", "H", "H", "H", "H", "H", "H", "H", "H", "H", "H", "H", "H", "H", "H", "N", "C", "C", "C", "C", "C", "C", "C", "H", "H", "H", "H"], "positions_angstrom": [[0.029, 0.452, 0.562], [0.481, 0.686, 2.718], [1.378, -0.465, 3.035], [0.899, -1.688, 2.273], [0.837, -1.404, 0.807], [2.208, -1.472, 0.205], [2.440, -0.310, -0.744], [2.006, 0.942, -0.059], [-0.114, -2.316, 0.109], [-1.548, -2.068, 0.580], [-1.802, -0.601, 0.783], [0.940, 1.554, 2.985], [-0.337, 0.642, 3.323], [1.392, -0.683, 4.102], [2.394, -0.194, 2.751], [-0.099, -1.951, 2.623], [1.546, -2.546, 2.465], [2.350, -2.426, -0.304], [2.939, -1.431, 1.011], [1.839, -0.411, -1.647], [3.489, -0.274, -1.035], [1.994, 1.699, -0.740], [2.698, 1.213, 0.638], [0.158, -3.360, 0.284], [-0.026, -2.120, -0.959], [-1.746, -2.589, 1.513], [-2.237, -2.476, -0.156], [-2.349, -0.470, 1.630], [-2.396, -0.260, 0.031], [-3.487, 4.072, -4.362], [-2.851, 3.385, -3.699], [-2.060, 2.523, -2.864], [-1.585, 2.997, -1.644], [-0.817, 2.137, -0.866], [-0.545, 0.836, -1.271], [-1.030, 0.367, -2.482], [-1.779, 1.216, -3.284], [-1.797, 4.011, -1.335], [-0.414, 2.553, 0.080], [-0.835, -0.645, -2.822], [-2.163, 0.875, -4.236]], "nbo_charge": [1.151, -0.874, -0.235, -0.245, -0.411, -0.238, -0.236, -0.812, -0.235, -0.243, -0.822, 0.418, 0.408, 0.250, 0.210, 0.218, 0.251, 0.251, 0.223, 0.230, 0.247, 0.428, 0.403, 0.244, 0.227, 0.226, 0.252, 0.415, 0.428, -0.186, 0.219, -0.129, -0.104, -0.364, -0.159, -0.261, -0.113, 0.259, 0.221, 0.228, 0.259]}

| no. | electronic energy (eV) |
| --- | --- |
| 1 | -51752.2771 |
| 2 | -17359.1061 |
| 3 | -35602.3929 |
| 4 | -78486.3518 |
| 5 | -49695.3114 |